# HO2PS

An isolated molecule of HO2PS in a non-equilibrium geometry (wB97M-V/def2-TZVPD, the Open Molecules 2025 dataset).

- Orbital gap: 9.25 eV
- Energy relative to the best compared isomer or geometry (same formula, charge and spin): 4.6 kcal/mol
- Max |F|: 0.0476 hartree/bohr
- E: -24235.0169 eV
- Structure (SMILES): O=POS

```
! wB97M-V def2-TZVPD RIJCOSX def2/J DEFGRID3
* xyz 0 1
O 4.0525 -0.7490 -0.0745
H -0.3105 -0.2392 -0.5250
S 0.6338 -0.8987 0.0307
O 1.7693 0.3209 -0.0459
P 3.4058 0.5435 0.0492
*
```

Charge distribution, natural (NBO) scheme, values in e:
1. O -1.009
2. H 0.087
3. S 0.355
4. O -1.003
5. P 1.570

---

# C7H21N2OP

A cluster of 2 separate species, C7H21N2OP in total in a non-equilibrium geometry (wB97M-V/def2-TZVPD, the Open Molecules 2025 dataset).

- Orbital gap: 8.76 eV
- Energy relative to the best compared isomer or geometry (same formula, charge and spin): 10.8 kcal/mol
- Max |F|: 0.0299 hartree/bohr
- E: -21914.8543 eV
- Structure (SMILES): COC[C@@H](C)N.CCCPN

```
! wB97M-V def2-TZVPD RIJCOSX def2/J DEFGRID3
* xyz 0 1
H 0.2906 1.0290 2.7473
N -0.4017 0.3280 3.0003
H -0.3493 -0.0692 -3.9991
N -3.9157 1.8135 -2.4433
H 1.8018 -2.2017 3.4708
H 3.5043 0.5228 0.6639
C 1.2143 -1.3268 3.7593
P -2.6911 0.9629 -3.3797
H 0.0728 1.9655 -2.7602
H -0.1499 -1.0111 0.5763
C 2.8758 -0.0556 1.3426
H -3.3411 -0.0372 -4.1729
O 1.5415 0.0276 0.8746
C 0.1742 -0.9870 2.6964
H -1.4836 0.5276 -1.2205
H 2.9648 0.3943 2.3330
C 0.7073 -1.0556 1.2544
H 0.8564 1.0719 -1.3850
H -3.6381 1.8895 -1.4703
H 1.5568 1.0502 -3.0930
H 3.2392 -1.0868 1.3607
H 0.7221 -1.5549 4.7058
H -0.6238 -1.7315 2.7769
C -1.6051 -0.0056 -2.1801
H 0.2738 -1.1222 -2.6885
H 1.2104 -2.0110 1.0581
H -3.9263 2.7658 -2.7877
H 1.9010 -0.5032 3.9530
H -2.0421 -1.0050 -1.9864
H -1.1716 0.5062 2.3610
C -0.2187 -0.1621 -2.9029
C 0.6511 1.0717 -2.4646
*
```

Charge distribution, natural (NBO) scheme, values in e:
1. H 0.354
2. N -0.821
3. H 0.204
4. N -1.123
5. H 0.203
6. H 0.191
7. C -0.615
8. P 0.657
9. H 0.206
10. H 0.182
11. C -0.249
12. H -0.053
13. O -0.553
14. C -0.083
15. H 0.221
16. H 0.167
17. C -0.074
18. H 0.221
19. H 0.374
20. H 0.207
21. H 0.170
22. H 0.221
23. H 0.190
24. C -0.708
25. H 0.204
26. H 0.165
27. H 0.378
28. H 0.204
29. H 0.225
30. H 0.349
31. C -0.398
32. C -0.620

---

# C20H27BCuN8O2

A structure of composition C20H27BCuN8O2 (wB97M-V/def2-TZVPD, the Open Molecules 2025 dataset).

- Orbital gap: 6.82 eV
- Max |F|: 0.0108 hartree/bohr
- E: -82515.9866 eV

```
! wB97M-V def2-TZVPD RIJCOSX def2/J DEFGRID3
* xyz -1 1
C -1.8049 -4.1288 0.1073
N -1.4424 2.3441 -0.4892
H -0.8696 5.1285 2.2593
H -0.7577 1.0022 -4.6666
C -0.3556 0.3198 2.9603
C -0.4773 4.0380 -1.9506
H -4.5045 -3.6293 -0.1856
N -0.1536 -0.5515 -1.9665
H 0.2561 6.0728 1.2549
H 3.6270 -1.5822 -0.9648
C -3.9684 -2.6810 -0.2212
Cu -1.4534 0.2739 -0.2761
H 0.4082 -5.6846 0.4470
H 1.4319 0.6717 4.2661
C 3.1337 -0.5641 2.1523
H 2.2383 0.1084 -4.1176
H -1.7729 -0.2131 -3.9059
H 0.7936 4.5888 2.0764
H -2.2169 -5.1253 0.1671
C 1.6298 -0.1503 -3.2630
C 0.2227 -0.1974 -3.1871
B 0.8735 -1.5278 0.1106
H -2.4549 0.4773 3.2184
H 1.4279 -4.5490 -0.4509
H -0.5563 -0.7108 -5.1059
N -0.4009 -2.4310 0.0661
N 0.9898 -0.7718 -1.2499
C -0.0404 5.0700 1.5607
H 1.8484 -2.2285 0.2511
N -0.4419 4.3207 0.3862
C 0.7270 -4.6446 0.3805
C 1.0018 0.3126 3.3422
H -4.3467 -2.0380 0.5763
C 2.0762 -0.5267 -2.0145
C -1.1700 3.1240 0.5874
C 3.4782 -0.6502 -1.5126
H 1.2665 -4.3886 1.2946
N 0.7598 -0.5808 1.3448
C -0.7725 -0.0175 -4.2876
O -1.7745 2.2579 -2.7414
C -1.5469 0.7131 3.7720
C -0.0888 4.7207 -0.8700
H -0.2382 4.3591 -2.9533
H 3.7282 0.1720 -0.8392
O -1.5134 2.8794 1.7393
N -0.4893 -0.2016 1.7506
C -2.4974 -2.9117 -0.0707
H -1.5545 0.1682 4.7204
H 3.3098 -1.6025 1.8664
H 4.1728 -0.6204 -2.3516
H 3.5949 0.0666 1.3909
N -1.6494 -1.9058 -0.0939
C -0.4733 -3.7727 0.1896
H 3.6359 -0.3719 3.0997
H -4.1918 -2.1905 -1.1709
H -1.5463 1.7819 3.9727
C -1.2728 2.8205 -1.7720
H 0.4915 5.6327 -0.9246
C 1.6736 -0.2748 2.2918
*
```

Charge distribution, natural (NBO) scheme, values in e:
1. C -0.377
2. N -0.764
3. H 0.226
4. H 0.232
5. C 0.175
6. C -0.385
7. H 0.202
8. N -0.347
9. H 0.182
10. H 0.223
11. C -0.632
12. Cu 0.831
13. H 0.210
14. H 0.205
15. C -0.637
16. H 0.205
17. H 0.238
18. H 0.195
19. H 0.206
20. C -0.375
21. C 0.169
22. B 0.558
23. H 0.232
24. H 0.221
25. H 0.192
26. N -0.323
27. N -0.349
28. C -0.391
29. H -0.065
30. N -0.446
31. C -0.636
32. C -0.377
33. H 0.222
34. C 0.176
35. C 0.769
36. C -0.638
37. H 0.220
38. N -0.350
39. C -0.634
40. O -0.666
41. C -0.632
42. C 0.049
43. H 0.216
44. H 0.213
45. O -0.694
46. N -0.345
47. C 0.143
48. H 0.193
49. H 0.222
50. H 0.212
51. H 0.213
52. N -0.317
53. C 0.183
54. H 0.211
55. H 0.224
56. H 0.232
57. C 0.618
58. H 0.187
59. C 0.176

---

# C2H7N2O

A cluster of 2 separate species, C2H7N2O in total in a non-equilibrium geometry (wB97M-V/def2-TZVPD, the Open Molecules 2025 dataset).

- Orbital gap (alpha / beta): 6.94 / 6.62 eV
- ⟨S²⟩: 2.0169
- Energy relative to the best compared isomer or geometry (same formula, charge and spin): 72.0 kcal/mol
- Max |F|: 0.0577 hartree/bohr
- E: -7200.1908 eV

```
! wB97M-V def2-TZVPD RIJCOSX def2/J DEFGRID3
* xyz 1 3
H -0.4277 1.5008 -1.8507
N 0.2857 -0.1744 0.0050
O 1.2112 -0.0414 -1.0346
H -0.0495 -0.9662 1.8917
C -0.7611 0.5688 -0.1009
H 1.6169 -0.9035 -1.2227
H -1.9395 0.5728 1.1684
H -1.8990 1.9483 -1.0525
H 1.6586 -0.7592 1.4482
H 0.7019 -2.0826 0.7345
N -1.0664 1.3806 -1.0680
C 0.6689 -1.0439 1.0814
*
```

Charge distribution, natural (NBO) scheme, values in e:
1. H 0.420
2. N 0.087
3. O -0.444
4. H 0.286
5. C 0.339
6. H 0.507
7. H -0.126
8. H 0.445
9. H 0.269
10. H 0.266
11. N -0.582
12. C -0.467